{"formula": "C19H14Cl3F2N3O2", "method": "wB97M-V/def2-TZVPD", "species": ["C", "C", "N", "N", "C", "C", "C", "O", "N", "C", "C", "C", "C", "C", "C", "H", "H", "O", "C", "F", "F", "H", "H", "H", "H", "Cl", "C", "C", "C", "C", "C", "C", "C", "Cl", "H", "Cl", "H", "H", "H", "H", "H", "H", "H"], "positions_angstrom": [[-3.570, 2.853, -1.656], [-2.582, 1.777, -1.879], [-3.000, 0.434, -1.933], [-1.793, -0.273, -1.945], [-0.508, 0.567, -2.016], [-1.077, 1.817, -1.770], [-0.300, 3.071, -1.720], [-0.491, 3.907, -2.658], [0.977, 2.873, -1.270], [1.309, 2.122, -0.244], [2.544, 1.504, -0.149], [3.126, 0.671, 0.829], [2.311, 0.470, 1.748], [0.731, 0.672, 1.698], [0.502, 1.562, 0.648], [-0.682, 1.903, 0.826], [0.125, 0.535, 2.502], [2.651, -0.508, 2.830], [2.109, -0.605, 3.821], [1.952, 0.641, 4.595], [0.999, -1.134, 4.023], [2.706, -1.288, 4.762], [3.989, 0.444, 0.930], [3.220, 2.038, -0.715], [1.633, 3.500, -1.681], [0.806, -0.198, -2.266], [-1.785, -1.613, -1.847], [-1.049, -2.475, -0.951], [0.048, -3.194, -1.075], [0.900, -3.653, -0.239], [0.738, -3.491, 0.987], [-0.164, -2.610, 1.408], [-1.185, -2.074, 0.478], [-2.327, -0.949, 1.055], [-0.388, -2.319, 2.548], [1.696, -4.142, 2.180], [1.871, -4.386, -0.704], [0.013, -3.404, -2.089], [-2.952, -2.046, -1.685], [-1.692, -2.295, -2.787], [-4.055, 3.122, -2.575], [-4.425, 2.478, -0.740], [-2.929, 3.698, -1.275]], "e_tot_ev": -71484.05679, "smiles": "Cc1nn(Cc2ccc(Cl)cc2Cl)c(Cl)c1C(=O)Nc1ccc(OC(F)F)cc1", "max_force_ev_per_a": 18.72, "gap_ev": 8.6}

{"formula": "C18H43B3BrClO11P2", "method": "wB97M-V/def2-TZVPD", "species": ["C", "C", "Cl", "C", "B", "O", "B", "O", "B", "C", "C", "C", "Br", "O", "H", "H", "H", "H", "H", "H", "H", "H", "H", "H", "H", "H", "H", "O", "P", "O", "C", "C", "O", "C", "C", "O", "C", "C", "H", "H", "H", "H", "H", "H", "H", "H", "H", "H", "H", "H", "H", "H", "H", "O", "P", "O", "C", "C", "O", "C", "C", "O", "C", "C", "H", "H", "H", "H", "H", "H", "H", "H", "H", "H", "H", "H", "H", "H", "H"], "positions_angstrom": [[-5.440, 0.164, 4.491], [-4.934, -0.404, 3.145], [-3.238, 0.163, 2.874], [-4.953, -1.944, 3.168], [-4.469, -2.635, 1.826], [-5.248, -2.820, 0.683], [-5.070, -4.090, 0.125], [-4.041, -4.956, 0.489], [-3.382, -4.550, 1.665], [-2.961, -5.522, 2.829], [-1.713, -5.004, 3.585], [-1.697, -5.469, 5.052], [-0.045, -4.939, 5.961], [-3.164, -3.165, 1.763], [-4.608, 0.399, 5.163], [-6.059, -0.577, 5.013], [-6.037, 1.070, 4.338], [-5.553, -0.053, 2.316], [-5.932, -2.359, 3.449], [-4.246, -2.263, 3.951], [-5.820, -4.456, -0.719], [-3.788, -5.519, 3.565], [-2.849, -6.562, 2.501], [-1.694, -3.906, 3.625], [-0.789, -5.291, 3.067], [-2.500, -4.952, 5.587], [-1.884, -6.543, 5.117], [2.363, -3.232, -1.521], [2.283, -2.086, -0.556], [0.828, -1.423, -0.998], [-0.282, -2.234, -1.372], [-1.095, -2.688, -0.176], [3.316, -1.011, -1.224], [4.249, -1.408, -2.227], [3.666, -1.218, -3.615], [2.333, -1.196, 0.833], [1.341, -1.304, 1.848], [1.359, -2.646, 2.552], [0.034, -3.097, -1.961], [-0.909, -1.620, -2.021], [-0.484, -3.289, 0.503], [-1.947, -3.287, -0.492], [-1.475, -1.836, 0.387], [4.576, -2.435, -2.072], [5.130, -0.774, -2.110], [2.667, -1.647, -3.694], [4.307, -1.678, -4.368], [3.573, -0.154, -3.845], [0.358, -1.066, 1.443], [1.566, -0.518, 2.572], [1.332, -3.473, 1.836], [0.506, -2.737, 3.226], [2.272, -2.760, 3.138], [1.277, 6.447, -1.857], [2.081, 5.825, -2.956], [3.119, 4.839, -2.145], [2.701, 4.100, -0.999], [2.065, 2.774, -1.364], [3.050, 7.069, -3.380], [2.791, 8.396, -2.927], [3.529, 8.685, -1.635], [2.442, 5.176, -4.425], [2.253, 3.795, -4.710], [0.792, 3.393, -4.740], [2.023, 4.683, -0.374], [3.600, 3.917, -0.407], [1.172, 2.923, -1.976], [1.778, 2.222, -0.468], [2.757, 2.149, -1.931], [1.720, 8.568, -2.819], [3.142, 9.072, -3.709], [3.381, 7.893, -0.901], [3.196, 9.630, -1.203], [4.604, 8.750, -1.818], [2.833, 3.182, -4.019], [2.690, 3.629, -5.697], [0.269, 3.720, -3.837], [0.694, 2.310, -4.830], [0.286, 3.854, -5.589]], "e_tot_ev": -145066.96008, "max_force_ev_per_a": 7.16, "gap_ev": 10.2}

{"formula": "CH3N2OP", "method": "wB97M-V/def2-TZVPD", "species": ["C", "N", "N", "O", "P", "H", "H", "H"], "positions_angstrom": [[1.281, -0.052, -0.639], [-1.394, -1.599, -0.005], [-1.691, -0.544, 0.379], [0.582, 0.978, -0.287], [-1.196, 1.021, 0.301], [1.708, -0.407, 0.192], [1.616, -0.337, -1.611], [-0.906, 0.940, 1.670]], "e_tot_ev": -15397.66491, "max_force_ev_per_a": 4.15, "e_above_lowest_kj_mol": 442.3, "gap_ev": [7.4, 8.4]}

{"formula": "C4H6N2", "method": "wB97M-V/def2-TZVPD", "species": ["C", "C", "C", "C", "N", "N", "H", "H", "H", "H", "H", "H"], "positions_angstrom": [[1.218, -1.901, 0.291], [0.388, -1.156, 1.023], [-0.713, 1.325, -0.936], [0.264, 0.169, -1.059], [-1.011, 0.770, 0.440], [-0.013, -0.119, 0.209], [1.735, -2.847, 0.659], [0.059, -1.205, 2.032], [-0.329, 2.261, -0.806], [-1.631, 1.504, -1.444], [1.047, -0.226, -1.629], [-1.013, 1.425, 1.220]], "e_tot_ev": -7218.51759, "max_force_ev_per_a": 3.70, "e_above_lowest_kj_mol": 682.5, "gap_ev": 7.1}

{"formula": "CH3ClN2O2", "method": "wB97M-V/def2-TZVPD", "species": ["C", "N", "N", "O", "O", "Cl", "H", "H", "H"], "positions_angstrom": [[0.134, -0.098, -0.038], [1.150, -0.718, -0.761], [2.256, -1.116, 0.087], [1.859, -1.575, 1.106], [3.338, -1.165, -0.373], [2.102, 0.585, -2.370], [0.178, -0.740, 0.974], [0.305, 0.974, 0.133], [-0.813, -0.270, -0.643]], "e_tot_ev": -20676.60116, "max_force_ev_per_a": 3.88, "e_above_lowest_kj_mol": 421.0, "gap_ev": [8.3, 8.3]}

{"formula": "C3H3I3O", "method": "wB97M-V/def2-TZVPD", "species": ["C", "C", "C", "O", "I", "I", "I", "H", "H", "H"], "positions_angstrom": [[1.885, 0.442, -0.449], [-0.578, 0.628, 0.430], [0.862, 0.876, 0.494], [2.966, 0.950, -0.557], [-1.374, 1.851, -1.165], [1.539, -1.257, 2.050], [1.465, 2.673, 1.330], [1.722, -0.354, -1.254], [-1.105, 0.872, 1.312], [-0.979, -0.450, 0.404]], "e_tot_ev": -29506.94671, "max_force_ev_per_a": 3.55, "e_above_lowest_kj_mol": 90.4, "gap_ev": [7.0, 7.0]}

{"formula": "C6H12Si", "method": "wB97M-V/def2-TZVPD", "species": ["C", "C", "C", "C", "C", "C", "Si", "H", "H", "H", "H", "H", "H", "H", "H", "H", "H", "H", "H"], "positions_angstrom": [[-0.410, -0.582, 0.659], [-1.516, 0.012, 0.266], [2.998, 1.089, 0.299], [-2.819, -0.668, 0.523], [-1.637, 1.375, -0.409], [1.944, -1.507, -0.658], [1.607, -0.171, 0.639], [3.224, 1.560, -0.592], [3.322, 1.784, 1.209], [-2.832, -1.546, 1.251], [-3.469, 0.052, 1.054], [-3.315, -1.001, -0.461], [-1.304, 1.336, -1.478], [-2.635, 2.004, -0.532], [-0.861, 1.990, -0.012], [2.681, -1.100, -1.305], [2.324, -2.458, -0.439], [1.168, -1.579, -1.538], [1.752, -0.858, 1.858]], "e_tot_ev": -14287.80337, "max_force_ev_per_a": 4.88, "e_above_lowest_kj_mol": 613.9, "gap_ev": [8.2, 7.3]}